{"formula": "C20H27Br2N6O8Tl", "method": "ωB97M-V with the def2-TZVPD basis set", "species": ["Tl", "Br", "C", "Br", "H", "H", "N", "C", "C", "C", "N", "C", "C", "N", "C", "H", "H", "H", "H", "H", "H", "H", "H", "H", "H", "H", "H", "H", "H", "H", "H", "O", "C", "C", "C", "C", "C", "C", "N", "H", "H", "H", "H", "H", "H", "H", "O", "C", "O", "C", "C", "C", "C", "C", "C", "O", "N", "O", "O", "N", "O", "O", "H", "H"], "xyz": [[-0.37534, -0.12298, 1.45076], [1.50343, 1.20706, 6.84720], [1.14555, 1.39240, 4.88163], [0.18223, 3.05539, 4.48643], [0.42706, 0.65356, 4.57569], [2.01890, 1.44440, 4.32620], [-1.87568, 0.61733, -2.24944], [-1.56360, 2.08814, -2.53491], [-0.06548, 2.42799, -2.40420], [0.45881, 2.54459, -0.99320], [0.71593, 1.17541, -0.45923], [-0.38525, 3.34519, -0.03122], [-1.87155, 3.14111, -0.17214], [-2.25757, 1.84206, 0.56570], [-2.28357, 3.07764, -1.63120], [-0.95849, -0.59933, -2.64919], [-2.90183, 0.47745, -2.25179], [-1.59143, 0.50671, -1.25266], [-1.91221, 2.23538, -3.60035], [0.05371, 3.38997, -2.92876], [0.60457, 1.76467, -2.96221], [1.49377, 3.01242, -1.04894], [1.61540, 1.23132, 0.01877], [0.80694, 0.53334, -1.23744], [-0.11703, 4.40616, -0.32967], [-0.05809, 3.23755, 1.00397], [-2.45220, 3.98666, 0.26860], [-3.06438, 1.46900, 0.12586], [-2.46566, 2.00482, 1.53470], [-2.08311, 4.09120, -2.02405], [-3.35737, 3.09036, -1.70065], [2.24652, -1.15152, 0.01968], [3.49971, -1.19887, 0.52247], [3.72321, -0.04815, 1.52699], [4.60355, -0.22179, 2.62465], [4.86021, 0.85065, 3.45658], [4.30934, 2.10037, 3.09801], [3.48709, 2.20400, 1.98355], [3.18094, 1.17554, 1.22484], [2.26089, -1.80121, -0.69640], [4.30676, -1.07308, -0.20574], [3.74909, -2.21024, 0.95806], [5.11390, -1.23804, 2.88160], [5.40533, 0.77911, 4.31796], [4.48654, 2.90845, 3.76897], [3.12432, 3.19315, 1.70326], [1.34785, -2.75456, -2.43576], [0.21174, -2.34991, -2.32418], [-0.00791, -1.08430, -2.70205], [-0.91322, -3.07927, -1.73600], [-1.19180, -4.39422, -2.15193], [-2.31500, -5.04293, -1.79561], [-3.24086, -4.42854, -0.90465], [-2.92882, -3.18005, -0.43284], [-1.77339, -2.42907, -0.80477], [-1.54322, -1.29027, -0.27395], [-3.87189, -2.55683, 0.45452], [-4.30873, -1.49823, 0.06001], [-4.18260, -3.10536, 1.48684], [-2.72497, -6.31120, -2.45125], [-2.03112, -6.74564, -3.35175], [-3.75619, -6.79065, -2.05562], [-0.45530, -4.89692, -2.82265], [-4.05845, -5.05737, -0.56710]], "lowdin_charge": [0.878, 0.523, -0.972, 0.525, -0.051, -0.071, 0.052, -0.292, -0.115, -0.357, -0.034, -0.140, -0.324, 0.020, -0.142, 0.090, 0.119, 0.039, 0.154, 0.127, 0.126, 0.157, 0.009, 0.054, 0.142, 0.096, 0.147, 0.057, 0.057, 0.131, 0.113, -0.096, -0.240, -0.197, -0.017, -0.056, -0.062, -0.153, 0.097, 0.085, 0.133, 0.140, 0.151, 0.080, 0.099, 0.117, 0.081, -0.506, 0.040, -0.040, 0.054, -0.139, 0.097, -0.085, -0.305, -0.292, -0.367, 0.086, 0.106, -0.364, 0.074, 0.072, 0.154, 0.135], "orbital_gap_ev": 8.17, "total_energy_ev": -191272.287, "e_homo_ha": -0.30352, "mol_weight_g_mol": 843.661}



{"formula": "C19H67O22P3", "method": "ωB97M-V with the def2-TZVPD basis set", "species": ["C", "O", "H", "H", "H", "H", "C", "O", "H", "H", "H", "H", "C", "O", "H", "H", "H", "H", "C", "O", "H", "H", "H", "H", "C", "O", "H", "H", "H", "H", "C", "O", "H", "H", "H", "H", "C", "O", "H", "H", "H", "H", "C", "O", "H", "H", "H", "H", "C", "O", "H", "H", "H", "H", "C", "O", "H", "H", "H", "H", "C", "O", "P", "O", "O", "C", "O", "C", "H", "H", "H", "H", "H", "H", "H", "H", "H", "C", "O", "P", "O", "O", "C", "O", "C", "H", "H", "H", "H", "H", "H", "H", "H", "H", "C", "O", "P", "O", "O", "C", "O", "C", "H", "H", "H", "H", "H", "H", "H", "H", "H"], "xyz": [[-11.63809, -15.15262, 20.21932], [-13.05581, -15.03498, 19.94039], [-11.58613, -15.05445, 21.30365], [-11.37588, -16.15686, 19.88639], [-10.96836, -14.41544, 19.77648], [-13.45026, -15.44519, 20.71353], [-5.42240, -13.76990, 12.95497], [-5.19482, -14.78812, 11.98135], [-6.29245, -14.00551, 13.56785], [-4.59922, -13.66221, 13.66127], [-5.49377, -12.81604, 12.43233], [-5.20166, -15.70405, 12.26883], [-6.96906, -16.74613, 7.70028], [-6.38569, -15.51782, 8.12449], [-6.30319, -17.54060, 8.03723], [-7.97965, -16.95932, 8.04866], [-6.90329, -16.75357, 6.61229], [-6.16567, -15.54997, 9.05838], [-10.12687, -22.59692, 20.35425], [-9.00390, -21.71683, 20.34880], [-10.52566, -22.75527, 19.35227], [-9.83761, -23.59941, 20.66959], [-10.95336, -22.18528, 20.93353], [-8.15141, -22.07312, 20.08820], [-14.48664, -18.66248, 22.04420], [-14.92068, -17.41184, 22.46638], [-14.09896, -19.16250, 22.93177], [-15.33728, -19.25753, 21.71189], [-13.71684, -18.66767, 21.27252], [-15.79462, -17.56638, 22.83238], [-8.64429, -21.63843, 10.63524], [-7.44592, -21.12675, 10.16030], [-9.46554, -21.76512, 9.92983], [-8.43840, -22.60067, 11.10406], [-8.99889, -21.02052, 11.46018], [-7.13505, -21.77549, 9.52461], [-6.20361, -17.62981, 19.23868], [-6.25050, -16.44973, 18.48428], [-7.17770, -17.86145, 19.66951], [-5.97592, -18.49065, 18.61002], [-5.46151, -17.55637, 20.03366], [-7.02732, -16.35905, 17.92758], [-7.96112, -11.45780, 18.79916], [-7.97895, -10.58642, 19.94110], [-8.88652, -11.40406, 18.22570], [-7.07222, -11.39457, 18.17149], [-8.00376, -12.49230, 19.13984], [-8.06640, -9.67406, 19.65552], [-5.43132, -18.62094, 14.27092], [-5.28098, -18.63743, 12.89674], [-5.12520, -19.54736, 14.75685], [-4.88401, -17.79410, 14.72354], [-6.49744, -18.58775, 14.49540], [-5.66140, -19.42655, 12.50408], [-17.03825, -17.47601, 17.03280], [-17.95123, -17.82109, 18.00166], [-17.44455, -16.81931, 16.26354], [-16.11607, -17.03451, 17.41061], [-16.67070, -18.41654, 16.62240], [-18.31562, -16.99918, 18.33826], [-14.59799, -14.95653, 10.89603], [-13.94572, -14.29767, 9.85483], [-14.00564, -12.70777, 9.72739], [-13.78136, -12.05089, 11.02116], [-12.84943, -12.34745, 8.63049], [-11.49133, -12.65094, 8.96088], [-15.39248, -12.45010, 8.91618], [-16.59435, -12.35323, 9.61960], [-15.17596, -14.32137, 11.56731], [-13.86857, -15.57753, 11.41602], [-15.40130, -15.56892, 10.48640], [-11.06220, -13.34205, 8.23540], [-11.35353, -13.06117, 9.96129], [-10.85888, -11.76319, 8.95761], [-17.28008, -11.65899, 9.13391], [-16.43066, -11.92645, 10.60913], [-17.17862, -13.24898, 9.83022], [-10.25298, -16.70008, 12.36337], [-10.60544, -17.23641, 13.61547], [-10.81842, -16.34311, 14.92852], [-9.53645, -15.91124, 15.58368], [-11.85645, -15.21431, 14.37263], [-12.64032, -14.48269, 15.24173], [-11.68951, -17.36642, 15.85219], [-11.04157, -18.41514, 16.58053], [-10.03471, -15.63393, 12.42522], [-11.08749, -16.85800, 11.68018], [-9.39214, -17.29795, 12.06403], [-13.57406, -14.15790, 14.78268], [-12.14088, -13.62217, 15.68688], [-13.06110, -15.08128, 16.04964], [-9.97998, -18.39320, 16.33425], [-11.49658, -19.35036, 16.25433], [-11.11532, -18.36921, 17.66706], [-16.23982, -8.99818, 15.40696], [-15.20582, -9.15884, 16.32384], [-15.39871, -8.49507, 17.81875], [-16.79601, -8.20338, 18.19429], [-14.49953, -9.41394, 18.89350], [-13.12940, -9.61716, 18.72911], [-14.48152, -7.18475, 17.69904], [-14.57587, -6.32416, 18.78145], [-15.99516, -8.14843, 14.76965], [-17.25876, -8.79163, 15.73438], [-16.31918, -9.86722, 14.75383], [-12.76137, -10.48100, 19.28268], [-12.52154, -8.77945, 19.07094], [-12.79077, -9.71681, 17.69785], [-15.20749, -6.67538, 19.59742], [-14.95050, -5.33670, 18.51189], [-13.56458, -6.28969, 19.18664]], "lowdin_charge": [-0.132, -0.143, 0.078, 0.066, 0.072, 0.050, -0.151, -0.131, 0.072, 0.068, 0.080, 0.060, -0.163, -0.125, 0.072, 0.070, 0.077, 0.062, -0.160, -0.129, 0.065, 0.074, 0.078, 0.073, -0.185, -0.116, 0.075, 0.079, 0.078, 0.079, -0.196, -0.108, 0.078, 0.076, 0.076, 0.079, -0.177, -0.119, 0.073, 0.066, 0.081, 0.072, -0.157, -0.124, 0.068, 0.075, 0.071, 0.067, -0.188, -0.112, 0.074, 0.086, 0.072, 0.076, -0.208, -0.102, 0.079, 0.072, 0.080, 0.080, -0.123, -0.214, 0.445, -0.233, -0.210, -0.107, -0.195, -0.142, 0.084, 0.089, 0.088, 0.090, 0.080, 0.090, 0.091, 0.081, 0.088, -0.099, -0.230, 0.480, -0.268, -0.206, -0.136, -0.234, -0.094, 0.090, 0.087, 0.092, 0.090, 0.096, 0.083, 0.076, 0.089, 0.083, -0.150, -0.209, 0.512, -0.229, -0.212, -0.145, -0.218, -0.144, 0.090, 0.084, 0.088, 0.092, 0.080, 0.087, 0.087, 0.096, 0.090], "orbital_gap_ev": 10.30, "total_energy_ev": -93700.348, "e_homo_ha": -0.37130, "mol_weight_g_mol": 740.645}



{"formula": "C7H18AlClOPb", "method": "ωB97M-V with the def2-TZVPD basis set", "species": ["Al", "Cl", "C", "C", "H", "H", "H", "H", "H", "H", "Pb", "C", "C", "H", "H", "H", "H", "H", "C", "C", "C", "O", "H", "H", "H", "H", "H", "H", "H"], "xyz": [[0.33611, 3.10761, 0.67225], [-0.06675, 1.85149, 2.36646], [-0.24284, 2.30471, -1.07020], [2.33274, 3.66520, 0.63900], [0.16699, 2.97254, -1.80390], [-0.30068, 1.33834, -1.51163], [-1.24641, 2.61787, -0.86981], [2.92409, 3.68535, -0.27702], [3.03428, 3.45345, 1.44647], [1.95299, 4.67235, 0.79114], [1.47848, -1.91834, -0.53253], [0.53638, -2.38729, 1.52026], [3.34041, -0.73076, 0.33096], [1.33694, -2.97362, 2.00453], [0.34546, -1.45139, 2.07563], [-0.37605, -2.98487, 1.38539], [2.86168, -0.23042, 1.21082], [3.31900, 0.28662, -0.22775], [-2.04001, -2.77837, -1.22116], [-1.71362, -1.29038, -1.16693], [-2.14163, -0.61759, 0.11939], [-0.37751, -0.97480, -1.50361], [-1.54128, -3.34423, -0.41937], [-1.73444, -3.18265, -2.19480], [-3.12448, -2.92617, -1.11327], [-2.31762, -0.83542, -1.97205], [-1.57505, -0.99245, 0.98013], [-1.96037, 0.45834, 0.03959], [-3.20678, -0.79512, 0.30200]], "lowdin_charge": [-0.208, 0.066, -0.241, -0.271, -0.042, -0.042, -0.072, -0.036, -0.038, -0.096, 0.989, -0.368, -0.367, -0.051, -0.040, -0.061, -0.134, -0.111, -0.105, -0.627, -0.078, -0.516, 0.047, 0.065, 0.059, 0.113, 0.047, 0.052, 0.064], "orbital_gap_ev": [6.25, 3.95], "total_energy_ev": -33961.482, "charge": -2, "e_homo_ha": [-0.02324, 0.04170], "mol_weight_g_mol": 387.855}